# 1
Density functional theory data (wB97M-V/def2-TZVPD) for 6 unconnected molecules or ions with the total composition C29H39F15NO10 in a non-equilibrium geometry.

XYZ file:
```
94
Properties=species:S:1:pos:R:3
C -2.916 4.338 5.328
C -4.420 3.941 5.352
C -4.933 3.325 4.034
C -4.161 2.064 3.537
C -3.473 1.259 4.618
C -4.064 0.819 5.785
C -3.339 0.115 6.743
C -1.980 -0.135 6.508
C -1.434 0.302 5.328
N -2.167 0.980 4.435
H -2.817 5.242 5.949
H -2.265 3.587 5.803
H -2.542 4.593 4.326
H -4.979 4.880 5.491
H -4.627 3.341 6.249
H -4.814 4.093 3.254
H -6.014 3.148 4.136
H -3.407 2.406 2.812
H -4.832 1.405 2.961
H -5.118 1.055 5.938
H -3.816 -0.219 7.664
H -1.348 -0.656 7.223
H -0.387 0.117 5.092
H -1.716 1.302 3.573
C 0.407 7.012 1.229
C 0.817 5.940 0.242
O 0.895 4.647 0.886
C -0.246 4.001 1.035
O -1.327 4.385 0.694
C 0.012 2.636 1.682
F 0.847 2.709 2.723
F 0.542 1.770 0.820
F -1.137 2.076 2.149
H 1.079 7.018 2.088
H 0.429 7.993 0.756
H -0.599 6.833 1.609
H 1.814 6.148 -0.141
H 0.143 5.901 -0.613
C 1.300 -0.127 -1.665
C 2.514 0.481 -2.336
O 3.605 -0.452 -2.359
C 3.577 -1.357 -3.334
O 2.730 -1.451 -4.171
C 4.822 -2.248 -3.252
F 5.080 -2.642 -1.997
F 5.916 -1.607 -3.687
F 4.690 -3.354 -3.990
H 1.557 -0.491 -0.668
H 0.501 0.609 -1.578
H 0.924 -0.980 -2.230
H 2.861 1.343 -1.769
H 2.284 0.828 -3.343
C -7.107 3.184 0.487
C -7.657 4.569 0.753
O -6.818 5.575 0.163
C -7.006 5.802 -1.138
O -7.800 5.240 -1.831
C -6.078 6.928 -1.611
F -4.830 6.776 -1.140
F -6.521 8.121 -1.188
F -5.999 6.976 -2.937
H -6.070 3.113 0.825
H -7.700 2.428 1.004
H -7.113 2.955 -0.578
H -7.663 4.769 1.824
H -8.683 4.668 0.401
C 6.345 -5.682 -3.423
C 7.566 -5.091 -4.095
O 8.651 -6.036 -4.122
C 8.614 -6.938 -5.098
O 7.763 -7.023 -5.935
C 9.854 -7.838 -5.025
F 10.109 -8.237 -3.771
F 10.942 -7.190 -5.468
F 9.711 -8.934 -5.768
H 6.595 -6.051 -2.427
H 5.560 -4.942 -3.336
H 5.957 -6.530 -3.988
H 7.924 -4.233 -3.527
H 7.339 -4.740 -5.102
C 0.533 -8.169 -3.330
C 0.795 -6.737 -3.744
O 0.980 -5.891 -2.591
C 2.193 -5.904 -2.050
O 3.121 -6.551 -2.434
C 2.249 -4.921 -0.872
F 1.173 -5.026 -0.078
F 2.295 -3.648 -1.309
F 3.322 -5.119 -0.112
H -0.311 -8.219 -2.641
H 0.316 -8.785 -4.202
H 1.395 -8.592 -2.813
H -0.067 -6.340 -4.277
H 1.652 -6.662 -4.414
```

Summary:
Orbital gap   8.0 eV
Total charge   +1

***

# 2
Density functional theory data (wB97M-V/def2-TZVPD) for a molecular structure, C29H39F6N3O2OsP2Si in a non-equilibrium geometry.

XYZ file:
```
83
Properties=species:S:1:pos:R:3
Os -0.300 0.299 0.723
O 1.646 -2.144 -3.115
C 1.980 -1.646 -2.098
O 1.100 -1.021 -1.227
C 3.293 -1.444 -1.389
P 2.303 -0.526 -0.093
C 2.645 1.185 -0.753
C 3.951 1.607 -0.956
C 4.178 2.877 -1.458
C 3.116 3.703 -1.799
C 1.813 3.262 -1.619
C 1.576 2.012 -1.075
C 2.090 -1.963 1.088
C 0.793 -2.356 1.406
C 0.573 -3.469 2.199
C 1.654 -4.184 2.693
C 2.944 -3.796 2.369
C 3.169 -2.688 1.566
H 3.985 -0.851 -1.984
H 3.783 -2.373 -1.110
H 4.792 0.986 -0.688
H 5.197 3.219 -1.573
H 3.302 4.689 -2.200
H 0.981 3.894 -1.896
H 0.544 1.688 -0.912
H -0.077 -1.830 0.982
H -0.436 -3.787 2.419
H 1.486 -5.042 3.329
H 3.789 -4.360 2.738
H 4.183 -2.397 1.340
C 0.124 1.158 4.002
Si -0.200 2.136 2.391
C -1.882 3.028 2.588
C 1.015 3.538 1.999
H 1.067 1.507 4.422
H 0.230 0.080 3.869
H -0.673 1.342 4.723
H -1.731 3.843 3.300
H -2.662 2.387 2.997
H -2.245 3.468 1.659
H 1.355 3.935 2.958
H 0.536 4.348 1.449
H 1.899 3.216 1.456
F 2.284 0.661 2.245
P 3.926 0.745 2.618
F 4.104 -0.165 1.141
F 3.606 1.581 3.917
F 3.765 -0.643 3.379
F 5.484 0.727 2.795
F 3.995 2.068 1.723
C -2.449 -0.040 1.516
C -3.108 -1.240 1.027
C -3.950 -1.202 -0.101
C -4.575 -2.338 -0.573
C -4.393 -3.553 0.089
C -3.590 -3.608 1.233
C -2.956 -2.473 1.684
C -5.080 -4.719 -0.357
N -5.643 -5.653 -0.719
H -2.256 -0.076 2.586
H -2.938 0.881 1.213
H -4.182 -0.240 -0.546
H -5.234 -2.297 -1.430
H -3.486 -4.550 1.754
H -2.367 -2.507 2.593
C -1.805 2.051 -4.466
C -2.094 0.806 -3.632
C -3.604 0.533 -3.597
C -1.360 -0.397 -4.221
N -1.589 1.104 -2.271
N -1.429 -0.004 -1.400
H -2.137 1.895 -5.491
H -0.734 2.250 -4.478
H -2.326 2.923 -4.069
H -3.983 0.423 -4.612
H -4.135 1.361 -3.122
H -3.825 -0.391 -3.057
H -1.614 -0.475 -5.277
H -1.652 -1.336 -3.749
H -0.279 -0.272 -4.147
H -2.186 1.794 -1.831
H -0.795 -0.647 -1.865
H -2.301 -0.506 -1.227
```

Summary:
Relative energy (zero: lowest compared OMol25 entry of this formula, charge and spin)   3.372 eV
Orbital gap (alpha / beta)   6.6 / 6.7 eV
Expectation value of S²   1.006
Multiplicity   2
Total charge   +1

***

# 3
Density functional theory data (wB97M-V/def2-TZVPD) for a molecular structure, C29H39N6O5STi in a non-equilibrium geometry.

XYZ file:
```
81
Properties=species:S:1:pos:R:3
Ti 0.592 -0.019 0.392
O 0.031 -3.611 2.061
C 0.597 -2.374 1.964
O 0.722 -1.805 0.805
C 0.468 -1.510 3.183
O 1.013 -0.223 2.925
C 2.429 -0.138 3.123
C 3.249 -0.066 1.815
O 4.467 -0.089 1.940
O 2.569 0.047 0.747
H -0.517 -3.752 1.269
H -0.596 -1.363 3.420
H 0.951 -1.976 4.047
H 2.787 -0.982 3.713
H 2.637 0.775 3.680
N 1.693 0.878 -3.747
C 2.207 -0.380 -3.556
C 2.845 -1.246 -4.424
C 3.273 -2.464 -3.908
C 3.055 -2.777 -2.572
C 2.405 -1.906 -1.707
C 1.961 -0.681 -2.204
N 1.283 0.378 -1.592
C 1.198 1.359 -2.546
C 0.794 2.710 -2.536
C 0.671 3.504 -3.701
S 0.261 5.139 -3.279
C 0.291 4.662 -1.605
N 0.570 3.425 -1.385
H 1.797 1.440 -4.570
H 3.011 -0.984 -5.462
H 3.791 -3.166 -4.549
H 3.406 -3.729 -2.193
H 2.251 -2.175 -0.675
H 0.718 3.227 -4.740
H 0.105 5.382 -0.821
N 2.858 3.311 1.484
C 2.068 4.172 2.338
C 0.965 3.411 3.095
C -0.275 2.998 2.298
N -0.136 2.006 1.211
H 3.852 3.474 1.541
H 2.584 3.345 0.512
H 1.609 5.012 1.795
H 2.729 4.609 3.090
H 0.608 4.062 3.901
H 1.398 2.519 3.547
H -0.731 3.914 1.897
H -0.987 2.576 3.008
H 0.257 2.488 0.394
H -1.074 1.750 0.919
C -0.802 -3.380 -2.888
C -1.213 -2.140 -2.105
C -2.191 -1.278 -2.919
C -1.831 -2.423 -0.755
C -2.369 -3.652 -0.424
C -3.148 -3.823 0.719
C -3.490 -2.696 1.447
C -2.970 -1.442 1.155
C -3.557 -0.233 1.868
C -3.945 0.865 0.868
C -2.633 0.308 2.968
C -1.951 -1.308 0.155
N -1.156 -0.227 0.046
H -0.316 -3.079 -3.819
H -1.665 -4.003 -3.139
H -0.088 -3.978 -2.319
H -0.331 -1.532 -1.936
H -3.138 -1.805 -3.063
H -1.768 -1.029 -3.896
H -2.389 -0.349 -2.382
H -2.207 -4.502 -1.078
H -3.532 -4.800 0.986
H -4.203 -2.783 2.263
H -4.481 -0.573 2.347
H -3.073 1.180 0.295
H -4.370 1.732 1.380
H -4.685 0.481 0.161
H -1.614 0.378 2.591
H -2.637 -0.365 3.828
H -2.961 1.295 3.307
```

Summary:
Relative energy (zero: lowest compared OMol25 entry of this formula, charge and spin)   2.767 eV
Orbital gap (alpha / beta)   4.7 / 6.8 eV
Expectation value of S²   2.026
Multiplicity   3
Total charge   -1

***

# 4
Density functional theory data (wB97M-V/def2-TZVPD) for a molecular structure, C29H39NPTi in a non-equilibrium geometry.

XYZ file:
```
71
Properties=species:S:1:pos:R:3
Ti 0.907 0.849 0.305
C 0.180 4.268 1.383
C 1.051 3.119 0.970
C 1.636 2.265 1.926
C 2.695 1.409 1.556
C 3.122 1.357 0.222
C 2.439 2.095 -0.763
C 1.414 2.982 -0.383
H 0.723 5.197 1.185
H -0.044 4.240 2.445
H -0.751 4.305 0.818
H 1.362 2.360 2.975
H 3.243 0.858 2.316
H 3.994 0.770 -0.050
H 2.796 2.090 -1.788
H 0.981 3.662 -1.113
C -3.862 2.075 -1.140
C -2.340 2.097 -1.074
C -1.720 1.724 -2.419
P -1.557 0.976 0.191
C -2.557 1.053 1.754
C -2.728 2.465 2.307
C -1.808 0.144 2.729
C -1.875 -0.736 -0.345
C -3.095 -1.334 -0.629
C -3.160 -2.660 -1.044
C -4.465 -3.292 -1.418
C -1.974 -3.391 -1.134
C -0.753 -2.832 -0.814
C -0.683 -1.491 -0.416
N 0.460 -0.850 -0.054
C 1.753 -1.389 -0.174
C 2.434 -1.324 -1.402
C 1.784 -0.678 -2.592
C 3.695 -1.892 -1.508
C 4.314 -2.499 -0.422
C 5.653 -3.149 -0.578
C 3.645 -2.512 0.801
C 2.379 -1.969 0.944
C 1.641 -2.003 2.253
H -4.199 2.840 -1.838
H -4.315 2.279 -0.173
H -4.222 1.118 -1.504
H -2.013 3.111 -0.804
H -2.064 0.737 -2.728
H -0.626 1.703 -2.339
H -2.000 2.443 -3.186
H -3.539 0.617 1.524
H -1.795 2.823 2.734
H -3.481 2.468 3.093
H -3.048 3.165 1.537
H -0.753 0.454 2.792
H -1.837 -0.890 2.381
H -2.252 0.201 3.720
H -4.010 -0.769 -0.532
H -5.302 -2.628 -1.215
H -4.614 -4.225 -0.876
H -4.464 -3.533 -2.482
H -2.021 -4.423 -1.452
H 0.157 -3.415 -0.863
H 1.363 -1.448 -3.240
H 2.517 -0.120 -3.175
H 0.973 -0.008 -2.268
H 4.192 -1.871 -2.468
H 6.213 -2.698 -1.393
H 5.520 -4.207 -0.807
H 6.234 -3.076 0.338
H 4.118 -2.976 1.654
H 2.217 -2.543 3.001
H 0.676 -2.498 2.130
H 1.450 -0.983 2.619
```

Summary:
Orbital gap (alpha / beta)   6.7 / 6.7 eV
Total charge   +1

***

# 5
Density functional theory data (wB97M-V/def2-TZVPD) for a molecular structure, C29H39O5Tc in a non-equilibrium geometry.

XYZ file:
```
74
Properties=species:S:1:pos:R:3
C 5.594 2.931 -1.095
C 4.275 3.533 -0.588
C 5.730 1.491 -0.479
C 4.850 1.489 0.775
H 6.782 1.264 -0.282
H 5.357 0.779 -1.232
C 3.751 2.492 0.410
H 3.594 3.674 -1.440
H 4.389 4.510 -0.092
C 2.769 1.560 -0.282
H 3.279 2.920 1.300
H 5.459 1.802 1.635
C 4.078 0.167 1.032
C 5.688 2.861 -2.606
C 6.846 3.780 -0.871
O 7.799 3.343 -0.251
O 4.800 3.075 -3.419
O 6.950 2.588 -2.980
O 6.937 5.015 -1.427
C 5.875 5.758 -2.088
H 4.865 5.566 -1.688
H 5.898 5.558 -3.171
H 6.155 6.801 -1.895
C 7.129 2.519 -4.399
H 6.519 1.713 -4.835
H 8.192 2.321 -4.541
H 6.849 3.473 -4.870
O 2.839 0.276 0.341
H 2.983 1.452 -1.372
H 1.741 1.958 -0.208
C 3.776 0.057 2.539
C 4.785 -1.090 0.520
H 5.875 -0.960 0.506
H 4.478 -1.392 -0.496
H 4.556 -1.934 1.175
H 3.051 -0.740 2.750
H 3.332 0.979 2.952
H 4.701 -0.154 3.096
Tc -0.801 -0.147 -0.440
C -1.875 1.024 1.701
C -0.630 1.620 2.008
C -0.130 2.265 0.857
H -0.142 1.652 2.990
C -1.050 2.020 -0.240
C -2.174 1.262 0.298
H -3.113 1.094 -0.212
H -2.532 0.526 2.408
H 0.715 2.956 0.842
H -1.055 2.585 -1.167
C -0.231 -1.730 -1.859
C -1.521 -1.180 -2.185
C -1.350 0.221 -2.460
H -2.467 -1.710 -2.230
C 0.061 0.512 -2.368
C 0.745 -0.681 -1.964
H 1.820 -0.769 -1.783
H -0.019 -2.756 -1.558
H -2.140 0.900 -2.769
H 0.544 1.445 -2.633
C -4.283 -4.050 1.142
C -4.282 -2.530 1.114
C -5.205 -2.011 0.002
C -4.708 -1.981 2.472
C -2.904 -2.091 0.838
C -1.889 -1.529 0.453
H -5.296 -4.419 1.338
H -3.621 -4.408 1.937
H -3.950 -4.451 0.180
H -6.235 -2.340 0.183
H -5.201 -0.915 -0.028
H -4.889 -2.400 -0.973
H -4.047 -2.368 3.254
H -4.677 -0.886 2.479
H -5.733 -2.294 2.697
```

Summary:
Orbital gap (alpha / beta)   3.5 / 4.8 eV
Expectation value of S²   3.781
Multiplicity   4
Total charge   -1

***

# 6
Density functional theory data (wB97M-V/def2-TZVPD) for 6 unconnected molecules or ions with the total composition C29H40BrN7OP in a non-equilibrium geometry.

XYZ file:
```
79
Properties=species:S:1:pos:R:3
C -5.119 -4.321 -2.898
C -3.940 -3.765 -3.794
C -2.548 -4.474 -3.482
C -1.480 -3.450 -2.951
C 0.012 -3.770 -3.428
C 0.975 -3.393 -2.291
C 1.077 -2.048 -1.765
C 1.980 -1.698 -0.685
N 2.790 -2.630 -0.167
N 2.707 -3.820 -0.681
P 3.893 -5.020 0.057
O 4.220 -6.205 -1.062
Br 5.763 -3.765 0.241
C 1.911 -4.334 -1.647
H -6.055 -3.736 -3.117
H -5.373 -5.385 -3.135
H -4.948 -4.210 -1.799
H -4.232 -3.967 -4.855
H -3.855 -2.655 -3.699
H -2.169 -4.853 -4.472
H -2.706 -5.350 -2.806
H -1.509 -3.373 -1.834
H -1.766 -2.446 -3.359
H 0.098 -4.864 -3.624
H 0.168 -3.157 -4.353
H 0.434 -1.240 -2.179
H 2.034 -0.649 -0.263
H 3.653 -6.967 -0.837
H 1.953 -5.400 -1.964
N 2.245 1.649 1.499
C 2.797 2.623 2.290
C 2.084 3.779 2.095
C 1.058 3.491 1.157
C 1.179 2.176 0.811
H 2.566 0.700 1.436
H 3.647 2.409 2.918
H 2.275 4.726 2.574
H 0.313 4.174 0.779
H 0.602 1.566 0.134
N -4.538 -0.728 -1.210
C -4.896 0.183 -2.171
C -6.139 0.665 -1.854
C -6.547 0.027 -0.653
C -5.540 -0.823 -0.279
H -3.677 -1.245 -1.190
H -4.237 0.406 -2.995
H -6.695 1.396 -2.420
H -7.474 0.176 -0.124
H -5.448 -1.487 0.565
N 0.494 3.860 5.003
C 1.444 4.687 5.539
C 0.976 5.144 6.744
C -0.303 4.566 6.947
C -0.572 3.777 5.858
H 0.569 3.386 4.118
H 2.367 4.879 5.018
H 1.495 5.817 7.408
H -0.953 4.712 7.795
H -1.427 3.167 5.617
N -3.997 2.941 -0.433
C -4.017 4.303 -0.569
C -3.350 4.845 0.501
C -2.904 3.769 1.310
C -3.317 2.607 0.706
H -4.418 2.286 -1.073
H -4.504 4.767 -1.411
H -3.198 5.898 0.681
H -2.346 3.837 2.231
H -3.187 1.575 0.990
N 8.418 -0.522 -0.389
C 8.863 0.751 -0.620
C 8.057 1.614 0.076
C 7.091 0.831 0.759
C 7.341 -0.482 0.455
H 8.822 -1.357 -0.777
H 9.712 0.933 -1.259
H 8.151 2.688 0.094
H 6.302 1.191 1.401
H 6.845 -1.388 0.765
```

Summary:
Relative energy (zero: lowest compared OMol25 entry of this formula, charge and spin)   0.000 eV
Orbital gap   4.1 eV
Total charge   +1